{
  "formula": "C31H64Br24N2NbS",
  "method": "ωB97M-V/def2-TZVPD",
  "orbital_gap_ev": 5.6,
  "relative_energy_kcal_mol": 0.0,
  "homo_ev": -4.181,
  "charge": -1,
  "symbols": ["C", "C", "Nb", "N", "C", "N", "C", "S", "C", "C", "C", "Br", "C", "C", "Br", "H", "H", "H", "H", "H", "H", "H", "H", "H", "H", "H", "H", "H", "H", "H", "H", "H", "H", "H", "H", "Br", "C", "C", "Br", "H", "H", "H", "H", "Br", "C", "C", "Br", "H", "H", "H", "H", "Br", "C", "C", "Br", "H", "H", "H", "H", "Br", "C", "C", "Br", "H", "H", "H", "H", "Br", "C", "C", "Br", "H", "H", "H", "H", "Br", "C", "C", "Br", "H", "H", "H", "H", "Br", "C", "C", "Br", "H", "H", "H", "H", "Br", "C", "C", "Br", "H", "H", "H", "H", "Br", "C", "C", "Br", "H", "H", "H", "H", "Br", "C", "C", "Br", "H", "H", "H", "H", "Br", "C", "C", "Br", "H", "H", "H", "H"],
  "positions_angstrom": [[-2.024847, 5.028338, -0.499642], [-1.187292, 4.595864, 0.272663], [0.355292, 3.793633, 1.701145], [-0.770515, 4.542569, 3.258126], [1.439443, 5.735974, 1.279430], [1.609801, 6.464709, 2.550364], [1.491602, 3.069610, -0.110665], [3.011611, 2.087513, 0.028548], [2.964864, 1.149971, 1.571716], [3.956850, 1.653097, 2.629469], [-0.848626, 1.774217, 1.853424], [-0.463434, 0.467713, 0.439518], [-2.375603, 1.976845, 2.004617], [-2.802684, 2.100559, 3.473041], [-3.428103, 0.420330, 1.299668], [-2.687287, 5.452020, -1.207806], [1.677548, 3.394305, 2.908639], [-1.711557, 4.808869, 2.987597], [-0.851298, 3.943222, 4.072546], [0.877049, 6.369269, 0.597527], [2.430739, 5.533680, 0.868217], [1.816001, 5.804800, 3.293176], [0.718814, 6.866658, 2.816196], [0.847832, 2.577117, -0.841470], [1.837622, 3.991582, -0.584089], [3.260232, 0.136728, 1.286402], [1.953173, 1.065208, 1.958442], [4.925593, 1.210974, 2.394305], [3.653828, 1.397390, 3.643631], [4.077106, 2.728581, 2.520443], [-0.522257, 1.288272, 2.778190], [-2.738721, 2.802487, 1.403710], [-2.861834, 3.147235, 3.760971], [-3.803807, 1.703774, 3.613438], [-2.098914, 1.586491, 4.126599], [-1.908107, 1.004616, -4.287313], [-1.959107, -0.941052, -4.198201], [-2.951733, -1.427358, -3.176963], [-2.269688, -1.165782, -1.373385], [-0.948096, -1.263627, -3.963666], [-2.235810, -1.278658, -5.195447], [-3.114840, -2.492447, -3.306446], [-3.903075, -0.906255, -3.233029], [-3.115087, -4.788699, -6.584337], [-2.689491, -6.310348, -5.444058], [-3.072838, -6.048050, -4.013468], [-1.820095, -4.836155, -3.155710], [-1.627856, -6.502435, -5.560545], [-3.257128, -7.146469, -5.845749], [-3.040849, -6.969180, -3.434268], [-4.056709, -5.598430, -3.924219], [-1.963277, 8.418196, 3.967378], [-1.208891, 9.181273, 5.586110], [0.100411, 9.878270, 5.318917], [1.539358, 8.611470, 5.034476], [-1.097536, 8.365296, 6.292834], [-1.948581, 9.889243, 5.953399], [0.388771, 10.481065, 6.177479], [0.054114, 10.503132, 4.432696], [-6.131180, -0.743944, 3.799504], [-4.806189, -1.121722, 5.160619], [-5.275125, -0.726008, 6.534206], [-5.213734, 1.202496, 6.797531], [-3.901698, -0.599613, 4.860509], [-4.637537, -2.195275, 5.119563], [-4.621047, -1.138504, 7.297973], [-6.295701, -1.031285, 6.728790], [1.744285, -0.737578, -2.080767], [2.781680, -0.735898, -3.719228], [3.784912, 0.388095, -3.722464], [2.940456, 2.100893, -4.065746], [2.084602, -0.658394, -4.548044], [3.290194, -1.697641, -3.756982], [4.501095, 0.255462, -4.527065], [4.307071, 0.486195, -2.774920], [-0.153768, -9.396109, -5.588948], [0.945501, -9.052107, -7.154650], [1.888766, -7.898297, -6.936988], [0.970481, -6.191696, -7.026610], [0.267776, -8.875314, -7.983299], [1.501807, -9.970670, -7.325916], [2.637348, -7.870638, -7.725343], [2.378280, -7.944025, -5.969644], [7.046681, -0.511520, -3.892425], [7.984047, -0.290559, -5.577787], [7.717493, 1.063726, -6.182406], [5.937730, 1.173482, -6.953707], [7.661469, -1.099606, -6.225067], [9.041222, -0.405279, -5.349438], [8.409638, 1.255759, -6.999107], [7.786608, 1.858902, -5.447115], [-4.004527, -8.643317, -0.844464], [-2.696421, -8.124629, 0.500867], [-1.464651, -7.523726, -0.118561], [-0.328646, -8.871216, -0.937786], [-2.477576, -9.016371, 1.078690], [-3.196459, -7.390963, 1.128349], [-0.852391, -7.042729, 0.639954], [-1.707122, -6.810797, -0.896612], [-6.995589, -1.493236, 9.485179], [-8.109066, 0.058388, 9.117656], [-8.432279, 0.830864, 10.366665], [-9.777480, -0.055860, 11.456943], [-8.997128, -0.309461, 8.614369], [-7.529089, 0.677139, 8.435267], [-8.855615, 1.798060, 10.107639], [-7.561806, 0.968656, 10.999121], [6.625614, -1.032040, 1.360622], [7.749515, -1.542237, 2.855899], [7.088970, -1.242271, 4.176161], [7.135002, 0.652715, 4.594820], [8.690406, -1.013617, 2.742249], [7.914913, -2.611852, 2.747994], [7.620171, -1.734868, 4.987436], [6.045626, -1.541279, 4.186888], [1.975075, 0.199819, -7.557380], [0.320603, 1.145157, -7.179125], [-0.036930, 2.118711, -8.267812], [1.069652, 3.715702, -8.219298], [0.459164, 1.623708, -6.214720], [-0.445567, 0.378959, -7.093567], [-1.059499, 2.463718, -8.134136], [0.081779, 1.690810, -9.257974]],
  "forces_ev_per_angstrom": [[0.3821, -0.0567, 0.2507], [-0.1109, 0.0845, 0.0666], [0.5015, 0.9766, 1.0584], [-0.2302, -0.9839, -0.6452], [-0.3075, -0.1437, -0.1516], [-0.0804, -0.2058, -0.0780], [-0.0113, -0.2738, -0.1425], [0.1360, 0.1836, -0.1568], [0.2118, -0.2964, 0.2864], [0.0452, 0.0571, -0.7393], [-0.8411, 0.0983, -0.6478], [0.8813, 0.4373, 0.4746], [0.3750, -0.6216, 0.2497], [-0.1564, 0.4373, -0.2994], [-0.6177, 0.2542, 0.3845], [-0.2409, 0.0216, -0.1558], [0.1091, 0.0745, 0.1896], [-0.0033, 0.3050, 0.1210], [0.1179, 0.2803, 0.2762], [0.1984, 0.0544, -0.2012], [-0.0429, -0.0728, -0.1568], [0.1111, -0.0136, 0.0398], [-0.0334, 0.0059, 0.0391], [-0.0703, -0.0940, 0.0574], [-0.0331, 0.0731, 0.0206], [-0.1511, -0.1011, 0.0083], [-0.1193, 0.1903, -0.0992], [0.0975, 0.0276, 0.2930], [0.0508, -0.0266, 0.0661], [-0.1323, 0.0986, 0.3010], [0.2828, -0.0604, -0.0925], [-0.0511, -0.0558, -0.1296], [0.1509, 0.0658, 0.1360], [-0.0186, -0.1185, 0.0748], [-0.0424, -0.0713, 0.0830], [0.0264, -0.0050, 0.0518], [-0.0496, 0.0494, -0.1425], [0.0317, -0.0749, 0.2468], [-0.3840, -0.4765, -0.8787], [0.0043, -0.0027, 0.0209], [-0.0114, -0.0133, 0.0016], [-0.0084, -0.0063, -0.0390], [0.0255, 0.0626, -0.0584], [0.0843, -0.0113, 0.0023], [-0.1094, 0.0252, -0.0921], [0.1180, -0.0391, 0.0815], [0.0598, -0.1020, 0.0854], [0.0102, -0.0098, 0.0057], [-0.0215, -0.0026, 0.0156], [0.0157, -0.0243, -0.0285], [-0.0195, -0.0130, -0.0036], [0.0297, -0.0454, 0.0100], [-0.0999, 0.0426, -0.0991], [0.1108, -0.0703, 0.1160], [-0.0055, 0.1084, 0.0085], [0.0116, 0.0039, 0.0218], [0.0095, 0.0172, 0.0069], [-0.0380, 0.0061, 0.0172], [-0.0255, 0.0208, 0.0006], [-0.1138, 0.0265, 0.0485], [-0.0109, 0.0023, -0.1433], [0.1681, 0.0850, -0.0401], [-0.0532, 0.0263, -0.0022], [0.0244, -0.0170, 0.0023], [0.0105, -0.0080, 0.0369], [0.0041, -0.0236, -0.0044], [-0.0091, -0.0539, -0.0382], [-0.1832, -0.1103, -0.1106], [0.0478, -0.0216, 0.2043], [-0.1360, 0.0741, -0.2089], [-0.0732, 0.0830, 0.0483], [0.0268, -0.0051, -0.0302], [0.0448, 0.0189, -0.0302], [-0.0901, 0.0025, -0.0258], [-0.0617, 0.0019, 0.0460], [-0.0507, 0.0446, -0.0003], [0.0175, -0.0977, 0.0871], [-0.0264, 0.0962, -0.0792], [-0.0316, 0.0343, 0.0577], [0.0055, 0.0091, -0.0189], [0.0284, 0.0084, -0.0007], [-0.0005, -0.0313, -0.0128], [0.0073, -0.0235, 0.0091], [0.2245, -0.1353, 0.0141], [0.0268, 0.0214, 0.1106], [-0.0760, -0.0220, -0.1378], [-0.0116, 0.0159, 0.0472], [0.0031, 0.0091, -0.0341], [0.0115, 0.0355, -0.0010], [0.0174, -0.0148, 0.0008], [0.0278, 0.0024, 0.0138], [0.0224, -0.0422, 0.0029], [-0.0792, 0.0454, -0.0224], [0.0929, -0.0788, 0.0255], [-0.0269, -0.0120, -0.0697], [0.0085, -0.0031, 0.0146], [0.0001, 0.0239, -0.0137], [-0.0196, 0.0059, 0.0245], [0.0096, 0.1321, -0.0421], [-0.1139, -0.0488, 0.1603], [0.1143, -0.0144, -0.0835], [-0.1042, 0.0012, 0.0304], [0.0402, -0.0181, 0.0163], [-0.0302, 0.0153, 0.0159], [0.0137, 0.0144, 0.0159], [0.0018, 0.0050, -0.0215], [0.0229, 0.0213, -0.0144], [0.0314, 0.0301, -0.0658], [-0.0875, -0.0572, -0.0962], [0.0684, 0.0726, 0.1010], [-0.0052, -0.0119, 0.0048], [0.0182, -0.0018, 0.0185], [-0.0018, -0.0137, 0.0510], [0.0167, -0.0291, -0.0177], [-0.0106, -0.0079, -0.0135], [0.1012, -0.0411, -0.0471], [0.0670, -0.0498, 0.0545], [-0.0068, 0.0997, 0.0266], [0.0348, -0.0268, -0.0315], [-0.0181, 0.0126, 0.0133], [-0.0156, 0.0065, -0.0016], [-0.0079, -0.0081, 0.0312], [-0.0269, -0.0243, -0.0063]],
  "lowdin_charge": [-0.060, -0.300, 1.563, -0.225, -0.428, -0.126, -0.740, 0.682, -0.614, -0.221, -0.794, 0.501, -0.783, -0.192, 0.526, -0.020, -0.070, -0.028, -0.025, 0.029, 0.031, 0.003, -0.024, -0.053, -0.029, 0.042, 0.003, -0.012, 0.059, 0.041, 0.011, 0.037, 0.050, 0.015, 0.073, 0.648, -0.692, -0.700, 0.549, 0.030, 0.049, -0.029, 0.051, 0.596, -0.710, -0.669, 0.701, -0.024, 0.058, 0.026, 0.055, 0.618, -0.708, -0.710, 0.660, 0.047, 0.051, 0.051, 0.047, 0.604, -0.691, -0.723, 0.628, 0.041, 0.060, 0.046, 0.002, 0.629, -0.687, -0.752, 0.617, 0.012, 0.056, -0.056, 0.028, 0.621, -0.696, -0.697, 0.647, 0.049, 0.055, 0.056, 0.051, 0.695, -0.689, -0.691, 0.640, 0.048, 0.054, 0.054, 0.053, 0.604, -0.686, -0.695, 0.595, 0.047, 0.060, 0.064, -0.004, 0.643, -0.687, -0.698, 0.595, 0.056, 0.005, 0.059, 0.051, 0.648, -0.707, -0.700, 0.629, 0.046, 0.053, 0.052, 0.052, 0.604, -0.723, -0.696, 0.603, 0.005, 0.040, 0.058, 0.045]
}